Entry 1:
# C28H18INO6P

C28H18INO6P as an isolated structure in a non-equilibrium geometry (wB97M-V/def2-TZVPD, the Open Molecules 2025 dataset).

Computed properties:
gap between HOMO and LUMO	0.1415	hartree
total energy	-60495.51004	eV
charge	-1

Positions of all 55 atoms, in Å:
O 1.674 2.391 -6.664
P 0.414 3.384 -6.046
O 0.236 4.682 -7.127
N -1.026 2.506 -5.942
I -2.441 3.020 -7.360
H 1.565 2.205 -7.602
H 0.870 5.313 -6.825
C 4.464 3.850 2.516
C 4.440 4.904 1.608
C 3.823 4.748 0.376
C 3.236 3.532 0.042
C 3.279 2.468 0.944
C 3.886 2.635 2.186
C 2.698 1.149 0.587
O 2.733 0.225 1.383
C 2.085 0.984 -0.751
C 1.587 -0.260 -1.122
C 0.996 -0.428 -2.366
C 0.893 0.648 -3.243
C 1.394 1.889 -2.884
C 1.999 2.061 -1.640
C 2.561 3.385 -1.276
O 2.483 4.332 -2.029
H 4.939 3.976 3.481
H 4.902 5.850 1.862
H 3.799 5.568 -0.328
H 3.909 1.814 2.889
H 1.665 -1.098 -0.445
H 0.612 -1.399 -2.653
H 0.425 0.522 -4.212
H 1.311 2.719 -3.579
C -6.424 -3.721 2.675
C -6.359 -3.056 1.454
C -5.130 -2.700 0.921
C -3.961 -2.996 1.614
C -4.027 -3.643 2.849
C -5.263 -4.013 3.372
C -2.792 -3.927 3.623
O -2.851 -4.495 4.697
C -1.488 -3.495 3.061
C -0.325 -3.703 3.795
C 0.901 -3.315 3.275
C 0.972 -2.726 2.016
C -0.185 -2.512 1.282
C -1.418 -2.888 1.806
C -2.650 -2.624 1.023
O -2.592 -2.112 -0.076
H -7.384 -4.006 3.086
H -7.268 -2.819 0.917
H -5.079 -2.188 -0.030
H -5.314 -4.525 4.323
H -0.377 -4.163 4.772
H 1.804 -3.473 3.850
H 1.930 -2.428 1.610
H -0.130 -2.051 0.307

Entry 2:
# C28H19BrClMgN6O4S

C28H19BrClMgN6O4S as an isolated structure (wB97M-V/def2-TZVPD, the Open Molecules 2025 dataset).

Computed properties:
gap between HOMO and LUMO	0.2661	hartree
total energy	-145326.46986	eV
relative energy (zero: lowest compared OMol25 entry of this formula, charge and spin)	0.244	eV
charge	-1

Positions of all 61 atoms, in Å:
Mg 0.472 0.429 0.963
N -1.245 3.898 3.635
C -0.608 3.128 2.697
S -1.550 2.388 1.489
N 0.706 3.084 2.855
N 1.327 2.225 2.025
C 2.585 2.418 1.880
C 3.385 1.482 1.103
C 4.720 1.752 0.805
C 5.445 0.817 0.095
C 4.826 -0.364 -0.288
C 3.491 -0.545 0.043
N 2.784 0.353 0.715
H -2.242 3.782 3.697
H -0.732 4.071 4.484
H 3.067 3.270 2.359
H 5.164 2.684 1.129
H 6.481 1.003 -0.156
H 5.354 -1.129 -0.837
H 2.957 -1.440 -0.245
Br 0.748 2.356 -1.405
C 1.407 0.963 -2.523
C 2.055 1.338 -3.665
C 2.515 0.352 -4.560
C 2.291 -0.963 -4.284
C 1.620 -1.357 -3.101
C 1.394 -2.729 -2.837
C 0.750 -3.097 -1.695
C 0.343 -2.117 -0.762
C 0.540 -0.762 -0.919
C 1.167 -0.393 -2.157
H 2.202 2.386 -3.883
H 3.032 0.648 -5.462
H 2.622 -1.734 -4.969
H 1.733 -3.464 -3.557
H 0.564 -4.144 -1.487
H -0.127 -2.489 0.145
O -1.908 -4.093 3.874
C -2.935 -3.686 3.147
O -3.990 -4.277 3.128
C -2.698 -2.495 2.291
C -3.590 -1.954 1.377
Cl -5.131 -2.488 0.891
N -2.994 -0.896 0.785
N -1.769 -0.706 1.289
C -1.575 -1.641 2.189
C -0.254 -1.638 2.900
O -0.064 -2.493 3.780
O 0.537 -0.732 2.553
C -3.492 0.030 -0.172
C -4.739 0.610 -0.004
C -5.169 1.551 -0.924
C -4.351 1.926 -1.979
C -3.095 1.354 -2.117
C -2.660 0.396 -1.216
H -1.076 -3.521 3.725
H -5.354 0.347 0.843
H -6.140 2.012 -0.797
H -4.685 2.677 -2.682
H -2.436 1.660 -2.917
H -1.673 -0.043 -1.289